1.
The following is a DFT calculation (ωB97M-V with the def2-TZVPD basis set) of a 2-piece molecular cluster, C2H7O2 overall in a non-equilibrium geometry.

Cartesian coordinates (Å):
C 0.374712 -0.482106 0.312241
O -0.788224 -0.199457 -0.344700
C 1.124273 -1.725447 -0.185109
H 0.132665 -0.799251 1.364841
H 1.122237 0.319732 0.498681
H 1.750986 -2.086483 0.644195
H 1.953821 -1.643611 -0.924152
H 0.404553 -2.502458 -0.450166
H -0.766851 1.191677 -0.160316
H -1.132887 2.771514 -0.486837
O -0.748418 2.224957 0.193141

Cartesian forces, eV/Å:
-0.3813 -1.1440 1.0620
0.8754 0.7034 -0.4581
1.3896 -0.3608 0.2049
0.0238 0.1817 -0.0081
-0.2840 0.2970 -0.5720
-0.3730 -0.2623 0.3444
-1.0388 0.4345 -0.4580
0.1498 0.0046 -0.1707
-0.4755 0.2642 0.2713
-0.1418 0.0637 -0.3151
0.2558 -0.1818 0.0994

Its total charge is -1. Its highest occupied orbital energy is -0.112 Eh. Its electronic energy is -6282.2821 eV. The calculation puts the HOMO-LUMO gap at 7.72 eV. As for the lowest unoccupied orbital energy: 4.673 eV.

***

2.
The following is a DFT calculation (ωB97M-V with the def2-TZVPD basis set) of a 2-piece molecular cluster, C2H7O2 overall in a non-equilibrium geometry.

Cartesian coordinates (Å):
O 2.216534 0.749195 0.444145
H 0.988462 0.739162 -0.083719
H 2.501254 0.242617 1.219076
H 2.714931 1.575550 0.548505
O -0.058011 0.440482 -0.286062
C -0.884177 -0.314130 0.205565
C -1.850200 -1.158339 -0.519991
H -0.890114 -0.450757 1.300766
H -1.363698 -1.858305 -1.169071
H -2.485404 -0.491866 -1.101559
H -2.493196 -1.579345 0.245696

Cartesian forces, eV/Å:
0.7408 0.6005 0.1685
-0.3395 -0.4017 1.5311
-0.4009 -0.3713 -0.1581
-0.2214 0.0992 -0.4446
0.2231 0.2599 -2.1681
0.2332 -0.9654 1.4490
-0.6781 1.5794 0.7530
0.1659 0.2434 -0.0897
0.2697 -0.4629 -0.3437
-0.0247 0.0126 -0.4704
0.0319 -0.5936 -0.2270

Its total charge is +1. Its highest occupied orbital energy is -0.616 Eh. Its electronic energy is -6274.3750 eV. The calculation puts the HOMO-LUMO gap at 11.76 eV. As for the lowest unoccupied orbital energy: -4.997 eV.